1.
Density functional theory data (ωB97M-V/def2-TZVPD) for a molecular structure, C22H30EuO2Si.

XYZ file:
```
56
Properties=species:S:1:pos:R:3:forces:R:3:lowdin_spin:R:1
C -2.51530 -0.45401 -1.04743 0.107 -0.660 -0.383 0.00
C -1.52184 -0.72733 -2.03059 -0.407 -0.319 0.196 -0.01
C -1.38594 -2.14118 -2.14586 -0.419 0.229 0.068 0.00
H -0.98152 0.01814 -2.61537 -0.091 -0.303 0.246 0.00
C -2.31320 -2.75210 -1.24812 -0.154 0.511 -0.148 0.00
C -3.00931 -1.70597 -0.56510 0.129 0.083 -0.433 0.00
H -3.80119 -1.83016 0.17410 0.191 -0.027 -0.240 0.00
H -2.86400 0.53704 -0.75765 0.118 -0.331 -0.092 0.00
H -0.68633 -2.65243 -2.80981 -0.345 0.148 0.220 0.00
H -2.45133 -3.82156 -1.09475 -0.055 0.245 -0.123 0.00
Eu -0.50942 -1.72146 0.35730 0.967 1.223 -0.735 7.05
C 3.89149 0.36169 0.13853 3.478 1.876 -3.720 -0.01
H 4.14566 -0.70733 -0.00145 -0.555 0.526 -0.070 0.00
H 4.47278 0.76906 0.99302 -1.074 -0.307 -0.263 0.00
H 4.27026 0.95682 -0.72675 1.479 -0.548 -0.413 0.00
Si 2.00021 0.89565 -0.25934 0.168 -1.817 2.216 -0.01
C 1.21416 2.54208 0.05605 0.267 0.514 -0.233 0.00
C -0.00109 2.78054 -0.61602 0.140 0.235 0.176 0.00
H -0.36463 2.07184 -1.36252 0.117 0.101 0.199 0.00
C -0.74321 3.93727 -0.36016 0.326 0.057 0.318 0.00
H -1.67275 4.11044 -0.89617 0.115 0.030 0.085 0.00
C -0.27558 4.86593 0.57650 -0.009 -0.223 -0.135 0.00
H -0.83550 5.78441 0.75957 0.125 -0.267 -0.001 0.00
C 0.92170 4.62882 1.26105 0.178 -0.242 -0.074 0.00
H 1.28336 5.34729 1.99657 -0.104 -0.124 -0.189 0.00
C 1.66933 3.47287 1.00267 -0.295 0.235 -0.353 0.00
H 2.62021 3.28952 1.50923 -0.365 0.095 -0.041 0.00
C 1.88636 0.26681 -2.02301 -0.101 0.094 -0.536 0.00
C 1.85569 1.17211 -3.09559 0.189 -0.482 0.102 0.00
H 1.87545 2.24248 -2.87677 -0.006 -0.245 -0.183 0.00
C 1.82136 0.70835 -4.41023 -0.185 0.074 0.122 0.00
H 1.79029 1.43457 -5.22852 0.027 -0.391 0.185 0.00
C 1.78634 -0.66612 -4.65475 0.024 -0.088 0.145 0.00
H 1.73009 -1.02622 -5.67768 0.037 0.020 0.108 0.00
C 1.81392 -1.58693 -3.59884 -0.114 0.439 0.261 0.00
H 1.76753 -2.65843 -3.79404 0.079 0.253 -0.038 0.00
C 1.85744 -1.11442 -2.28114 0.106 0.460 -0.579 0.00
H 1.89375 -1.82416 -1.44718 0.028 0.100 -0.188 0.00
H 0.89402 0.08102 0.44566 -1.405 -0.575 -1.156 0.00
H 2.66212 0.34152 0.94220 -2.723 -0.037 4.392 -0.01
C -2.81493 0.24940 2.30317 0.154 -0.024 0.160 0.00
O -1.59633 -0.52410 2.30007 -0.044 -0.134 0.857 0.00
C -1.08630 -0.82955 3.62798 -0.584 0.271 -0.529 0.00
C -0.08388 -1.97929 3.53550 -0.059 -0.438 -0.611 0.00
O -0.37401 -2.87968 2.41898 -0.294 -0.323 1.461 -0.01
C -1.57767 -3.69040 2.54056 0.366 0.225 0.091 0.00
H -2.91708 0.78456 3.25844 0.041 -0.072 -0.325 0.00
H -3.68075 -0.41433 2.15904 0.263 0.153 0.083 0.00
H -2.76423 0.96496 1.47590 0.049 -0.180 0.267 0.00
H -0.59606 0.07661 4.01494 -0.088 -0.320 0.069 0.00
H -1.91758 -1.10985 4.29584 0.083 0.163 -0.304 0.00
H 0.93007 -1.59947 3.34641 -0.253 -0.202 -0.004 0.00
H -0.11195 -2.57549 4.45717 0.192 0.251 -0.104 0.00
H -1.28743 -4.71297 2.27016 -0.186 0.219 0.192 0.00
H -1.95799 -3.64839 3.57328 0.084 -0.108 -0.394 0.00
H -2.35525 -3.33846 1.83497 0.292 -0.041 0.376 0.00
```
Forces are in eV/Å.

Calculated values
⟨S²⟩: 15.766
E_LUMO (alpha / beta) in eV: -0.051 / -0.063
Multiplicity: 8
HOMO-LUMO gap (alpha / beta) in eV: 3.436 / 3.439
HOMO energy (alpha / beta) in Ha: -0.12812 / -0.12870
Energy above the lowest of the compared OMol25 structures with the same formula, charge and spin in kcal/mol: 42.2


2.
Density functional theory data (ωB97M-V/def2-TZVPD) for 4 unconnected molecules or ions with the total composition C22H30F24O7PS.

XYZ file:
```
85
Properties=species:S:1:pos:R:3:forces:R:3:lowdin_charge:R:1
O -0.71769 -6.17437 -3.60909 1.881 0.629 -2.098 -0.17
C -1.31946 -5.77575 -4.88965 -0.672 0.104 -1.355 -0.28
C -2.47488 -4.61613 -4.78102 -1.272 0.005 0.206 -0.23
C -2.50052 -3.79166 -3.36352 -1.500 -0.549 -0.188 -0.32
P -0.85867 -2.92127 -2.92340 -1.074 -2.625 0.449 0.25
S 1.05022 -2.33283 -2.08952 3.703 0.642 1.149 0.41
O -1.52839 -2.05885 -1.53124 0.376 2.668 -2.006 -0.45
C -1.34632 -0.59838 -1.75733 -3.413 0.328 1.188 -0.25
C -1.09042 -0.19109 -3.31263 0.170 -1.753 -1.724 -0.31
C 0.22954 0.62351 -3.79887 0.667 0.054 -0.183 -0.13
C 1.16750 1.27603 -2.63899 0.704 1.203 -0.924 -0.24
O 2.50078 0.59471 -2.65369 -1.149 0.655 1.725 -0.19
O -1.04928 -1.52275 -4.00347 0.169 1.599 2.174 -0.39
H 0.28804 -6.10366 -3.77494 -2.530 -0.007 0.681 0.11
H -1.84096 -6.75206 -5.33526 1.169 2.050 0.742 0.11
H -0.51694 -5.37292 -5.66807 -1.480 -1.038 1.780 0.12
H -3.52445 -5.17065 -4.86976 2.084 1.097 0.141 0.09
H -2.43695 -3.87841 -5.71428 0.238 -1.547 2.015 0.11
H -2.71131 -4.59727 -2.51226 0.531 1.869 -1.844 0.07
H -3.37809 -3.00192 -3.30103 1.470 -1.664 -0.525 0.09
H -0.67482 -4.08099 -2.04062 0.204 0.498 -0.397 -0.03
H -0.06412 -3.43411 -4.01554 -0.656 -0.365 0.116 -0.02
H 1.55947 -3.42844 -1.36475 -1.110 0.932 -0.900 -0.18
H -2.46478 -0.21814 -1.58585 2.262 -0.369 -0.138 0.12
H -0.74373 -0.11303 -0.88362 -0.499 -0.950 -1.959 0.09
H -2.01312 0.31284 -3.82991 1.519 -0.627 1.547 0.14
H 0.90312 -0.13718 -4.41401 -1.411 1.529 1.530 0.13
H -0.05529 1.48028 -4.57961 0.365 -1.790 1.821 0.11
H 1.40401 2.39543 -2.98007 -0.552 -2.233 0.808 0.11
H 0.69768 1.35980 -1.57402 0.817 -0.535 -1.991 0.10
H 2.76883 0.32814 -1.72572 -0.878 0.352 -1.678 0.07
C -6.07650 -5.86449 -0.18219 0.151 0.622 0.959 -0.05
C -5.75570 -5.50055 -1.63967 1.335 0.033 0.276 -0.43
C -6.82008 -5.90780 -2.65133 -0.253 0.159 -1.076 -0.29
F -7.00604 -7.24708 -2.68804 0.015 0.379 -0.224 0.08
F -6.45228 -5.54091 -3.90858 0.086 0.124 0.363 0.09
F -4.53807 -6.00877 -1.97015 -0.798 -0.080 0.002 0.12
F -5.61398 -4.13852 -1.69391 -0.645 -0.419 -0.046 0.10
O -5.46887 -7.06050 0.31252 -1.017 -1.400 -1.146 0.03
C -6.17763 -8.26699 0.03343 -0.261 1.968 1.073 -0.48
C -5.37989 -9.23147 -0.85244 0.641 -0.329 -0.781 -0.26
F -5.07940 -8.67426 -2.05314 -0.074 -0.143 0.700 0.09
F -6.09362 -10.35846 -1.11807 -0.180 0.278 0.378 0.09
F -7.39436 -7.96417 -0.47891 0.320 -0.826 0.361 0.12
F -6.41535 -8.84244 1.24300 0.311 -0.248 -0.541 0.13
H -5.64725 -5.06777 0.43855 0.156 -0.222 -0.310 0.15
H -7.15103 -5.82814 0.03420 0.205 -0.154 -0.303 0.14
H -7.77918 -5.42766 -2.43458 0.072 0.036 0.155 0.17
H -4.44149 -9.52254 -0.37145 -0.146 0.151 0.162 0.18
C 4.62639 1.31697 2.08041 0.816 -0.671 -0.432 -0.06
C 4.07386 2.74221 1.92865 -0.283 -0.500 -1.121 -0.43
C 3.47518 3.33623 3.19787 -0.451 0.528 0.549 -0.29
F 2.41416 2.62616 3.64467 0.353 0.567 -0.136 0.09
F 3.01886 4.59707 2.96847 0.195 0.077 -0.219 0.08
F 3.18318 2.76972 0.90101 0.166 0.113 0.586 0.13
F 5.11647 3.53961 1.53459 -0.085 0.009 0.567 0.10
O 3.76399 0.26197 1.64726 -1.209 0.459 1.356 0.03
C 2.81345 -0.18597 2.61249 1.888 -0.280 -0.261 -0.47
C 1.36406 0.04397 2.16779 -0.965 0.025 -0.527 -0.26
F 1.10895 1.36046 1.95756 0.275 -0.349 -0.012 0.08
F 0.48644 -0.37165 3.12023 0.582 -0.062 0.063 0.09
F 3.09281 0.37746 3.81213 -0.435 -0.627 -0.111 0.11
F 3.04277 -1.51831 2.76412 -0.530 0.578 -0.177 0.14
H 5.49381 1.24734 1.41177 -0.363 0.135 -0.053 0.15
H 5.03792 1.12902 3.07946 -0.331 0.199 -0.111 0.14
H 4.21864 3.39480 3.99863 0.093 -0.099 -0.113 0.17
H 1.14713 -0.49388 1.24025 0.236 -0.137 0.008 0.17
C 2.84810 8.53890 4.70470 -0.708 -0.607 0.673 -0.05
C 2.59082 9.48167 3.51953 -0.335 0.549 0.761 -0.43
C 3.51319 9.27529 2.32419 0.250 0.139 -1.086 -0.29
F 4.81106 9.49615 2.63459 -0.417 0.068 -0.279 0.08
F 3.20765 10.14780 1.32623 -0.248 -0.057 0.289 0.09
F 2.62657 10.76937 3.95618 0.175 -0.290 -0.274 0.12
F 1.30180 9.26802 3.10609 0.501 -0.259 -0.188 0.10
O 3.63485 9.07495 5.77150 1.711 0.242 -0.985 0.03
C 5.04767 8.97105 5.60127 -1.652 -1.470 0.146 -0.48
C 5.73805 10.33841 5.52991 0.341 0.906 -0.198 -0.27
F 5.27746 11.07678 4.48823 0.004 -0.320 0.531 0.09
F 7.07851 10.20250 5.34341 -0.361 -0.391 0.160 0.09
F 5.31383 8.18913 4.52778 0.525 0.355 0.762 0.12
F 5.49933 8.28310 6.68452 0.131 0.674 -0.283 0.14
H 1.87061 8.34267 5.16331 0.190 0.305 -0.115 0.15
H 3.20247 7.55069 4.38747 0.073 0.373 -0.130 0.14
H 3.41822 8.26342 1.91861 -0.096 -0.027 0.169 0.18
H 5.57349 10.91055 6.44765 -0.091 -0.244 0.027 0.17
```
Forces are in eV/Å.

Calculated values
E_LUMO in eV: 1.641
Multiplicity: 1
HOMO-LUMO gap in eV: 5.529
HOMO energy in Ha: -0.14289
Charge: -1